No. 1
Computed, not measured: a molecular structure, C56H47AgN3O3P3SSe2 in a non-equilibrium geometry, with the ωB97M-V functional and the def2-TZVPD basis.

## Properties
Total charge: -2
HOMO (Eh): -0.13236
ΔE to the lowest compared entry with this formula, charge and spin (eV): 0.000
E_LUMO (Ha): 0.1251

Geometry (Å):
Ag: 2.2187 1.2377 -0.3643
Se: -1.2794 1.4144 2.8974
Se: -3.6525 -3.9406 -2.5207
S: 6.5080 4.9929 -3.5149
P: -3.1319 -3.4044 -0.5384
P: 1.8365 3.2907 -1.4681
P: -2.5022 -0.0828 2.1161
O: 5.3996 5.7296 -2.8717
O: 7.8381 5.1403 -2.9145
O: 6.5014 5.1579 -5.0042
N: -0.8590 -0.3490 -1.2260
N: -1.5133 -1.5009 -1.4622
N: -1.2699 0.1637 -0.0937
C: 3.0019 4.5934 -1.3208
C: 5.0657 0.6890 -2.8133
C: -7.1162 -2.9819 1.9382
C: -0.3633 -6.6262 1.3167
C: -6.5981 -1.9503 1.1655
C: -2.1752 5.2490 -0.2627
C: -4.1797 0.6738 1.9917
C: 4.9052 0.3759 1.4081
C: -2.8214 -3.5777 5.0851
C: -2.0945 -0.6882 0.5055
C: 3.9355 -0.7552 1.3605
C: -3.8239 -2.0774 3.4362
C: 6.2677 2.6083 -2.0733
C: 4.2949 -2.0402 1.9185
C: -3.9350 -3.0999 4.3874
C: 5.3996 2.6246 -4.2841
C: 5.6182 -2.1971 2.4070
C: 0.8398 2.7818 -6.0168
C: -2.2589 -1.7863 -0.3683
C: 2.3358 3.5955 -4.2549
C: 2.0502 3.3312 -5.6281
C: 0.2491 4.0727 -1.0383
C: 0.0725 2.2248 -4.9979
C: -6.3494 -4.1551 1.9853
C: -1.5546 5.6490 -1.4322
C: 6.1021 3.2788 -3.2714
C: 5.6951 1.4000 -1.7933
C: -6.3693 2.4362 2.0903
C: -2.5989 -1.4611 3.2866
C: -2.0997 -4.7193 0.2175
C: 4.9226 1.3295 -4.0578
C: 6.0762 0.1583 2.0741
C: -4.8412 0.9555 3.2070
C: -1.5480 -3.0134 4.7894
C: 6.4519 -1.1138 2.5551
C: 4.3991 -0.6855 -2.6461
C: 0.3992 2.3082 -3.6257
C: -5.7579 2.0704 0.8648
C: 1.7366 -1.5499 0.8199
C: -1.7073 4.1263 0.4465
C: -4.6859 -3.2259 0.4778
C: -1.4300 -4.4459 1.4154
C: -1.1137 -6.8859 0.0986
C: -0.4544 3.5671 0.0818
C: -5.9472 1.7999 3.2277
C: -5.2246 -4.2981 1.2336
C: -1.8749 -5.8876 -0.4857
C: -0.4833 -5.3428 1.8738
C: -5.4426 -2.0601 0.3938
C: 3.3007 -3.0513 1.9371
C: 2.0848 -2.8243 1.3680
C: 1.5393 3.0529 -3.2695
C: -1.4377 -1.9129 3.9009
C: -0.3575 5.0733 -1.8085
C: -4.6819 1.2063 0.7680
C: 2.6258 -0.5000 0.7705
H: -6.6844 -4.9976 2.6792
H: 6.8400 3.1238 -1.3162
H: 6.0115 -3.1802 2.7831
H: -7.0352 -0.9483 1.1352
H: 4.0237 4.2908 -1.5025
H: -4.6098 -1.7102 2.8681
H: -2.9378 -4.4105 5.7432
H: -5.0607 -1.2263 -0.2604
H: -1.5163 -3.5522 1.9328
H: -7.1216 3.1891 2.0745
H: 2.9754 4.9857 -0.2708
H: -0.4715 -1.4870 3.6577
H: -4.6657 -5.2507 1.3311
H: -6.4224 1.9667 4.1591
H: 4.9206 -1.3515 -1.9287
H: -2.3688 -5.9821 -1.4540
H: 0.5636 2.6038 -7.0356
H: 0.0850 -5.1556 2.7896
H: -4.8288 -3.5506 4.6590
H: -5.9743 2.6061 -0.0254
H: 3.2580 4.0528 -3.9777
H: 5.9792 0.8752 -0.9197
H: -0.9831 -7.8888 -0.3639
H: -0.8050 1.6281 -5.2714
H: 4.4814 -1.2012 -3.6249
H: 3.4610 -4.0236 2.3484
H: 2.9184 5.4957 -1.9907
H: 4.6351 1.3291 1.0209
H: 0.2335 -7.3874 1.8342
H: 4.3576 0.8445 -4.8149
H: 3.2890 -0.5895 -2.3696
H: -0.2536 1.9348 -2.8457
H: 5.1218 3.1451 -5.2174
H: -0.0151 2.7355 0.5910
H: 0.7759 -1.4126 0.3888
H: -8.0246 -2.9065 2.4718
H: 2.7044 3.7820 -6.3687
H: -4.1532 0.9579 -0.1555
H: -4.5323 0.5408 4.1774
H: 7.4589 -1.2638 3.0428
H: 6.8013 0.9890 2.2224
H: -3.1496 5.7292 0.0326
H: -1.9715 6.4210 -2.0624
H: -0.7388 -3.3249 5.3553
H: 1.3153 -3.5628 1.4418
H: 0.2135 5.2681 -2.6552
H: -2.2371 3.7014 1.3012

These are the Löwdin partial charges, in e, on atoms 1 to 6:
1. Ag 0.6506
2. Se 0.3533
3. Se 0.2321
4. S 0.4528
5. P 0.5507
6. P 0.8838

=====

No. 2
Computed, not measured: a molecular structure, C56H48Br2F2N8NaO4P2, with the ωB97M-V functional and the def2-TZVPD basis.

## Properties
Total charge: -1
HOMO (Eh): -0.16281
ΔE to the lowest compared entry with this formula, charge and spin (eV): 0.501
E_LUMO (Ha): 0.0679

Geometry (Å):
Br: 4.7500 -4.8771 -4.2265
Br: -0.6362 2.7904 6.6906
P: -1.0037 0.6931 -3.5292
P: -3.2103 -0.8374 -1.7945
Na: -0.8333 -0.0821 -0.4930
F: -3.5218 4.6843 -1.7382
F: -0.5352 5.1067 1.8078
O: -1.0394 -2.0401 0.2073
O: 1.6297 -1.9188 -0.0012
O: 1.0879 4.9075 -2.8316
O: 0.3833 -2.7746 -2.2058
N: 0.2478 0.9169 1.5543
N: 2.4399 1.2318 -1.3670
N: 3.1589 5.7787 -2.7896
N: -3.5372 -3.2498 4.9630
N: -3.5581 -2.4966 5.9674
N: 5.7826 -2.3888 0.4352
N: 4.0375 -1.2193 1.1820
N: -2.6927 -0.1335 1.2115
C: 2.4151 -3.7411 -3.0732
C: 3.7858 -3.8988 -2.9102
C: -4.8353 -0.0234 -1.4559
C: 3.7493 0.9947 -1.4235
C: -1.2731 2.2999 -4.3980
C: 2.0048 2.4198 -1.7847
C: -3.7127 -2.5694 -1.3912
C: -1.7345 -2.3234 1.2322
C: 0.8927 2.8785 2.7285
C: 7.4192 -1.5674 2.1497
C: -2.5741 -1.3058 1.8692
C: -1.6307 -1.0477 5.4825
C: 6.1760 -1.6424 1.5223
C: 2.8571 3.4235 -2.2582
C: 2.2759 4.7412 -2.6505
C: -4.1778 0.6420 2.9035
C: -1.2248 2.1866 -0.3494
C: 1.7057 -3.0408 -2.1191
C: -4.3895 -1.5134 -4.3146
C: -2.8056 0.9626 6.9941
C: -2.9050 -1.2539 6.0282
C: -1.0572 4.2932 0.8381
C: -4.1115 -0.5610 3.5572
C: 7.5407 -0.7385 3.2479
C: -4.4617 -1.5301 -5.6961
C: 4.4493 -3.3606 -1.8425
C: 5.2155 -0.0458 3.1065
C: -1.9961 4.8988 0.0290
C: -3.2469 -1.5699 3.0864
C: -1.5531 1.1418 6.4347
C: -3.3310 -0.8905 -3.6486
C: 4.5136 -2.1087 0.2535
C: 2.3422 -2.5406 -0.9634
C: 0.8870 0.1906 2.4625
C: -3.4691 -0.2376 6.8016
C: -3.4615 -0.9221 -6.4457
C: 4.2167 3.1402 -2.3325
C: 0.2003 2.2539 1.6788
C: -2.5712 4.1166 -0.9513
C: 3.7300 -2.6701 -0.8548
C: -0.3212 -3.3366 -3.2973
C: 0.5055 0.1567 -4.4644
C: 1.5454 2.1101 3.6763
C: -0.6738 2.9579 0.7021
C: 6.4540 0.0119 3.7183
C: -2.1984 2.8032 -1.1422
C: -3.1149 -2.8642 3.6997
C: -3.4266 0.8207 1.7334
C: 5.0905 -0.8866 2.0049
C: -0.9533 0.1397 5.6909
C: 1.5338 0.7275 3.5633
C: -1.7941 -3.6150 1.7958
C: -2.4100 -0.2953 -5.8014
C: -2.3258 -0.2665 -4.4072
C: 4.6717 1.9065 -1.9096
C: -2.4865 -3.8690 2.9640
H: 4.3836 0.5421 3.4646
H: -5.2968 -2.0116 -6.1914
H: -1.2536 -4.4115 1.2983
H: 0.0265 0.2931 5.2604
H: 1.2899 0.8823 -4.2413
H: 4.0750 5.7438 -2.3848
H: 8.2531 -2.1487 1.7765
H: -5.1813 -1.9895 -3.7467
H: 2.0481 2.5901 4.5083
H: -4.7388 -0.7462 4.4163
H: 0.6473 -2.0602 -0.1026
H: -4.5986 -2.9046 -1.9324
H: -3.2576 1.7519 7.5794
H: 2.0070 0.0892 4.2985
H: 0.3569 0.1128 -5.5449
H: -4.7978 1.0118 -1.7988
H: -4.9975 -0.0213 -0.3777
H: -1.6452 0.1912 -6.3967
H: -3.5127 -0.9269 -7.5280
H: 4.0768 0.0246 -1.0672
H: 0.9092 3.9512 2.8237
H: 0.8676 -0.8877 2.3033
H: -4.4458 -0.3978 7.2418
H: -0.6512 3.0610 -3.9305
H: -2.8806 -3.2460 -1.5853
H: 8.4944 -0.6596 3.7559
H: 0.1222 -3.0547 -4.2565
H: -2.4789 -4.8607 3.4024
H: 2.7518 6.6844 -2.9452
H: -1.0243 2.2302 -5.4595
H: -1.3278 -2.9344 -3.2464
H: 3.0866 -0.8810 1.2145
H: 5.5179 -3.4590 -1.7203
H: -3.4590 1.7571 1.1815
H: -2.6950 2.2403 -1.9339
H: 0.8371 -0.8161 -4.0978
H: 0.9369 2.6051 -1.6814
H: 4.9230 3.8637 -2.7215
H: -2.3152 2.6023 -4.2935
H: 6.5897 0.6484 4.5839
H: -3.9165 -2.6049 -0.3196
H: -2.2731 5.9340 0.1739
H: -1.1715 -1.8316 4.8930
H: -4.8154 1.4371 3.2684
H: 5.7241 1.6584 -1.9406
H: -0.3555 -4.4278 -3.2235
H: -5.6630 -0.5363 -1.9481
H: 1.9278 -4.1614 -3.9404

These are the Löwdin partial charges, in e, on atoms 1 to 6:
1. Br 0.7068
2. Br 0.7185
3. P 0.9402
4. P 0.9501
5. Na 0.0351
6. F 0.0314

=====

No. 3
Computed, not measured: a molecular structure, C56H49FeO3P2SSe in a non-equilibrium geometry, with the ωB97M-V functional and the def2-TZVPD basis.

## Properties
Multiplicity: 5
Total charge: +1
HOMO (alpha / beta) (Eh): -0.34323 / -0.34488
ΔE to the lowest compared entry with this formula, charge and spin (eV): 0.424
E_LUMO (alpha / beta) (Ha): -0.0791 / -0.0797
Expectation value of S²: 6.009

Geometry (Å):
Se: -1.1593 -3.2242 1.6179
Fe: -1.5739 -0.9653 0.4850
S: 0.4377 0.7377 1.4363
P: -1.2830 1.9572 -0.7852
P: 1.7405 -1.1634 -0.6514
O: -1.0293 0.4507 1.8376
O: -1.8149 -1.6621 -1.5137
O: -3.6377 -0.5089 0.6681
C: 0.9260 -3.7161 -1.5967
C: 2.1908 -1.9602 1.0305
C: 1.1453 6.4454 3.1604
C: -1.9415 4.5263 0.1359
C: -1.7320 5.7225 0.8886
C: -2.7641 -1.5283 -2.5862
C: 5.7581 -0.1047 -0.9381
C: 0.8127 2.7992 -4.7129
C: 2.7531 -3.4643 3.3684
C: -0.2049 2.4010 -2.1627
C: -5.3968 2.3572 -1.1783
C: 0.7565 2.4476 1.7605
C: 1.7652 -2.5740 -1.8097
C: 2.4287 -2.4788 -3.0175
C: -0.6048 5.8343 1.6391
C: -4.1743 -0.0327 1.9188
C: 2.1971 -2.1620 3.4669
C: 4.4334 1.8774 -1.2731
C: 2.9969 -3.9835 2.1053
C: 0.0340 7.0126 2.3216
C: 1.4269 -4.5130 -3.8447
C: -2.2178 -6.2996 -0.7666
C: 3.2918 1.0858 -1.1091
C: 0.6171 3.8461 -3.8648
C: -3.5871 -6.1554 -1.0487
C: -1.1238 3.4281 0.3465
C: -2.9990 2.0579 -1.6318
C: -3.2958 2.0987 -2.9800
C: -1.4485 -5.4840 0.0121
C: 0.7511 -4.6576 -2.6315
C: -4.0732 2.1099 -0.7537
C: -5.6528 2.3887 -2.5479
C: 0.0753 1.3103 -3.0240
C: -4.6064 2.2607 -3.4361
C: 0.9743 0.2124 4.0083
C: 2.9995 -3.9992 4.7195
C: 2.6923 -3.2155 0.9562
C: 1.9147 -1.3843 2.3061
C: 1.3347 5.0226 2.6735
C: 4.5954 -0.8896 -0.8313
C: 3.3749 -0.2993 -0.9239
C: 1.9801 -1.7817 4.7887
C: 0.1355 3.6835 -2.5750
C: 0.6772 1.4802 -4.2592
C: 2.6204 -2.8001 5.7118
C: -0.0667 3.4998 1.2788
C: -3.4914 -4.1498 0.2122
C: 1.9106 2.7274 2.3586
C: 0.1801 4.7090 1.8775
C: 1.2619 -0.1189 2.7055
C: 2.2099 -3.4263 -4.0288
C: 5.6605 1.2571 -1.2357
C: 1.3522 -0.6047 5.0920
C: -2.1759 -4.3881 0.5231
C: 2.2142 4.0595 2.8883
C: -4.2667 -5.0463 -0.5631
H: -4.8475 2.1725 -4.4450
H: 2.9133 -3.6820 0.0387
H: 3.9492 -4.4947 4.8657
H: 0.4564 7.6158 1.5222
H: 2.0330 7.0341 3.0529
H: -3.8084 2.1614 0.3004
H: -1.8114 -7.2140 -1.0812
H: 2.6726 1.9315 2.5819
H: 2.3874 1.5576 -1.4431
H: 1.1864 -0.2028 6.1029
H: -4.2109 -0.2708 -0.0925
H: -4.1153 -6.8723 -1.7386
H: -3.2058 -0.5908 -2.5230
H: 2.3434 -4.8142 4.9193
H: 0.7129 4.8887 -4.2056
H: 2.0614 -3.1320 6.5655
H: 0.1979 -5.5603 -2.3920
H: 1.0451 0.6372 -4.8223
H: 2.7982 -3.3942 -4.9514
H: 3.5064 -2.2320 6.0946
H: -6.6301 2.3896 -3.0718
H: 3.0457 4.2092 3.5431
H: -2.7205 4.5155 -0.6059
H: 6.5582 1.9057 -1.4764
H: 4.6414 -2.0073 -0.7381
H: 0.4643 -3.8671 -0.6264
H: 1.3921 -5.3320 -4.5704
H: -2.2143 6.6890 0.7170
H: -5.3254 -4.9807 -0.8419
H: -6.2114 2.4007 -0.5054
H: -3.3792 -0.2085 2.6337
H: 3.4873 -4.9628 2.0967
H: -0.0077 4.5086 -1.8305
H: -4.5232 1.0651 1.9233
H: 0.8650 6.4307 4.2951
H: -1.3635 -2.5319 -1.7194
H: 4.3408 2.9629 -1.4281
H: -5.0201 -0.7345 2.1667
H: -0.3850 -5.6961 0.2504
H: -0.2399 0.2811 -2.6755
H: -3.9781 -3.2770 0.5428
H: -0.6974 7.5876 2.8782
H: 3.1348 -1.6560 -3.0724
H: 6.7549 -0.5888 -0.9947
H: -3.5266 -2.3096 -2.4935
H: 1.3166 2.9770 -5.6976
H: 0.4573 1.1453 4.2441
H: -2.3257 -1.6484 -3.5573
H: -2.4796 2.1292 -3.7534

These are the Löwdin partial charges, in e, on atoms 1 to 6:
1. Se 0.7173
2. Fe 0.5414
3. S 0.9255
4. P 1.1219
5. P 1.0941
6. O -0.5879

=====

Question: Which of these has the lowest ΔE to the lowest compared entry with this formula, charge and spin?
Answer: C56H47AgN3O3P3SSe2